1.
Density functional theory data (wB97M-V/def2-TZVPD) for a cluster of 2 separate species, C6H12O5PS in total.

Each line ends with the Löwdin charge.
Atoms and positions in Å:
C (-0.4516, 2.0204, -1.0317)  -0.57
C (-0.1744, 1.4575, 2.5724)  -0.14
C (0.0728, -2.4089, -2.8588)  -0.10
C (0.7102, 0.1872, 2.5835)  -0.27
C (1.1190, -1.7240, -2.0333)  -0.33
C (-0.6184, 0.7844, -0.3343)  -0.22
O (-0.7199, 0.9706, -1.7854)  0.07
O (-0.4662, 3.1947, -1.1561)  0.14
O (2.2420, 0.4679, -0.3313)  -0.22
O (0.6842, -0.6498, 1.4143)  -0.23
O (0.7465, -1.5535, -0.6781)  -0.19
P (0.9328, -0.0948, -0.0453)  0.48
S (-3.4409, 0.7768, 1.4732)  0.01
H (0.1153, 1.8823, 1.5981)  0.07
H (-1.1567, 1.1838, 2.6124)  -0.06
H (0.1721, 1.9123, 3.5230)  0.09
H (-0.7698, -2.6610, -2.1295)  0.10
H (-0.4466, -1.6660, -3.4590)  0.06
H (0.3548, -3.3087, -3.4290)  0.08
H (0.2285, -0.5368, 3.3480)  0.14
H (1.7578, 0.5053, 2.7836)  0.12
H (1.4468, -0.8394, -2.6529)  0.13
H (2.0306, -2.4042, -1.9725)  0.13
H (-1.6407, 0.6338, 0.3329)  0.03
H (-2.7281, 1.8701, 1.6558)  -0.32

Results
LUMO (spin up / spin down)	2.777 / 0.385	eV
highest occupied orbital energy (spin up / spin down)	0.5 / -6.6	eV
E	-1351.44344	Ha
total charge	-1
orbital gap (spin up / spin down)	2.261 / 6.986	eV
<S²>	2.0038
2S+1	3



2.
Density functional theory data (wB97M-V/def2-TZVPD) for a structure of composition C39H43As2ClSi2Tc.

Each line ends with the Löwdin charge.
Atoms and positions in Å:
C (0.2900, 0.7008, 1.7028)  -0.23
C (1.2120, 1.3568, 0.8252)  -0.23
C (0.4613, 2.2675, 0.0142)  -0.20
H (2.2892, 1.2315, 0.8068)  0.10
C (-0.9120, 2.1704, 0.3800)  -0.16
C (-1.0246, 1.1982, 1.4216)  -0.20
H (-1.9279, 0.9313, 1.9538)  0.10
H (0.5463, 0.0066, 2.4933)  0.12
H (0.8850, 2.9561, -0.7065)  0.11
H (-1.7169, 2.7715, -0.0277)  0.12
Tc (-0.2066, 0.1960, -0.3658)  0.72
Si (-0.6302, 0.9750, -7.2884)  0.77
C (0.8895, 0.8821, -8.3834)  -0.34
C (0.8723, 0.4157, -9.7087)  -0.09
H (-0.0640, 0.0302, -10.1309)  0.11
C (2.0423, 0.4951, -10.4795)  -0.06
H (2.0240, 0.1708, -11.5206)  0.11
C (3.2195, 1.0169, -9.9286)  -0.05
H (4.1314, 1.0689, -10.5241)  0.12
C (3.2196, 1.5226, -8.6219)  -0.07
H (4.1116, 1.9925, -8.2059)  0.11
C (2.0552, 1.4628, -7.8531)  -0.14
H (2.0319, 1.8953, -6.8477)  0.08
C (-1.6284, 2.3243, -8.1032)  -0.22
C (-0.9954, 3.4150, -8.7386)  0.00
H (0.0787, 3.3844, -8.9472)  0.13
C (-1.7372, 4.5497, -9.0776)  -0.01
H (-1.2342, 5.4054, -9.5288)  0.13
C (-3.1152, 4.5850, -8.8326)  0.03
H (-3.6808, 5.4932, -9.0467)  0.14
C (-3.7621, 3.4545, -8.3171)  0.01
H (-4.8456, 3.4551, -8.1950)  0.13
C (-3.0240, 2.3254, -7.9407)  -0.04
H (-3.5130, 1.4455, -7.5082)  0.12
H (-0.1287, 1.6386, -6.0874)  0.01
Si (0.0963, 0.5364, -2.8430)  0.19
C (-0.8291, 2.1525, -3.0915)  -0.38
C (-0.1827, 3.3401, -3.4378)  -0.11
H (0.8721, 3.3075, -3.7106)  0.10
C (-0.8940, 4.5437, -3.4505)  -0.08
H (-0.3710, 5.4564, -3.7304)  0.11
C (-2.2505, 4.5700, -3.1247)  -0.08
H (-2.8107, 5.5037, -3.1885)  0.11
C (-2.9040, 3.3753, -2.7998)  -0.09
H (-3.9656, 3.3776, -2.5574)  0.11
C (-2.2065, 2.1656, -2.8223)  -0.15
H (-2.7263, 1.2277, -2.6095)  0.09
C (1.8846, 0.7238, -3.3962)  -0.35
C (2.7736, 1.3243, -2.4965)  -0.14
H (2.4433, 1.5737, -1.4870)  0.06
C (4.0780, 1.6460, -2.8670)  -0.07
H (4.6920, 2.1710, -2.1385)  0.11
C (4.5384, 1.3613, -4.1537)  -0.05
H (5.5240, 1.7041, -4.4768)  0.12
C (3.6710, 0.7031, -5.0339)  -0.08
H (3.9819, 0.4920, -6.0548)  0.10
C (2.3719, 0.3538, -4.6534)  -0.12
H (1.7061, -0.1672, -5.3418)  0.08
H (-1.2551, -0.3093, -6.8019)  -0.02
Cl (-0.8169, -0.9152, -4.0038)  0.31
C (-2.2251, -3.0384, -0.9436)  -0.25
As (-1.6735, -1.6566, 0.3288)  1.11
C (-3.4469, -1.3071, 1.0541)  -0.25
C (-0.5950, -2.6915, 1.6731)  -0.37
C (-1.0627, -3.2747, 2.8622)  -0.08
C (-0.1507, -3.7557, 3.8141)  -0.06
C (1.2182, -3.7627, 3.5422)  -0.05
C (1.6958, -3.2573, 2.3276)  -0.09
C (0.7899, -2.6776, 1.4378)  -0.40
As (1.4396, -1.5486, -0.0624)  1.08
C (3.2976, -1.2577, 0.4514)  -0.24
C (1.6126, -2.7914, -1.5329)  -0.24
H (-2.2031, -2.6099, -1.9497)  0.00
H (-3.2431, -3.3367, -0.6640)  0.04
H (-1.5391, -3.8815, -0.8750)  0.03
H (-3.7726, -2.1740, 1.6380)  0.04
H (-3.4364, -0.3951, 1.6535)  0.01
H (-4.0807, -1.1645, 0.1712)  0.04
H (-2.1281, -3.2978, 3.0878)  0.10
H (-0.4986, -4.0942, 4.7933)  0.12
H (1.9249, -4.1373, 4.2855)  0.12
H (2.7589, -3.2821, 2.0985)  0.10
H (3.8759, -2.1780, 0.3092)  0.05
H (3.6660, -0.4682, -0.2113)  0.02
H (3.3286, -0.9519, 1.5013)  0.05
H (2.3629, -3.5243, -1.2152)  0.05
H (0.6279, -3.2456, -1.6864)  0.02
H (1.9543, -2.2260, -2.4080)  0.03

Results
LUMO (spin up / spin down)	-5.241 / -9.585	eV
highest occupied orbital energy (spin up / spin down)	-12.5 / -12.5	eV
E	-7102.88959	Ha
total charge	+2
orbital gap (spin up / spin down)	7.212 / 2.920	eV
<S²>	3.7842
2S+1	4



3.
Density functional theory data (wB97M-V/def2-TZVPD) for a structure of composition C30H24ClCoN5O7Se.

Each line ends with the Löwdin charge.
Atoms and positions in Å:
Co (-0.7443, -0.4002, -1.6557)  0.52
O (-4.8644, -3.3839, -0.6664)  0.03
C (-4.6791, -3.5909, -1.9797)  -0.28
C (-5.4021, -4.6119, -2.5919)  -0.04
C (-5.2798, -4.8481, -3.9510)  -0.11
C (-4.4328, -4.0606, -4.7215)  -0.11
C (-3.6894, -3.0635, -4.1181)  -0.01
C (-3.7896, -2.8101, -2.7511)  -0.06
C (-2.9217, -1.7895, -2.1496)  -0.41
O (-2.0011, -1.2432, -2.8445)  -0.08
N (-3.1277, -1.4615, -0.8812)  0.05
N (-2.1353, -0.6385, -0.4281)  -0.05
C (-2.2511, -0.1494, 0.7590)  -0.06
C (-1.2667, 0.6831, 1.3713)  -0.16
C (-1.5032, 1.2144, 2.6490)  -0.08
C (-0.6122, 2.0745, 3.2549)  -0.15
C (0.5688, 2.4190, 2.5889)  -0.11
C (0.8517, 1.8853, 1.3501)  -0.02
C (-0.0378, 1.0010, 0.6994)  -0.37
O (0.2834, 0.5024, -0.4355)  -0.15
H (-4.2391, -2.6357, -0.4116)  0.07
H (-6.0555, -5.2185, -1.9769)  0.10
H (-5.8559, -5.6447, -4.4075)  0.09
H (-4.3509, -4.2383, -5.7868)  0.09
H (-2.9938, -2.4601, -4.6862)  0.12
H (-3.1659, -0.3856, 1.3019)  0.12
H (-2.4203, 0.9315, 3.1586)  0.10
H (-0.8275, 2.4792, 4.2373)  0.08
H (1.2719, 3.1047, 3.0477)  0.10
H (1.7737, 2.1287, 0.8341)  0.11
O (2.2158, -3.2527, -2.4193)  -0.36
Cl (0.9259, -2.7129, -2.7285)  0.64
O (0.4573, -3.2668, -3.9633)  -0.34
O (0.0035, -3.0122, -1.6641)  -0.42
O (1.0378, -1.2615, -2.8608)  -0.37
C (3.7427, -0.2729, 1.3408)  -0.03
N (2.8545, -0.4352, 2.4660)  -0.08
C (1.6654, -1.1168, 2.4043)  -0.76
Se (1.0772, -2.1723, 1.0647)  0.79
N (1.0453, -0.8953, 3.6081)  0.12
C (1.8262, -0.1115, 4.4268)  -0.20
C (1.6705, 0.3232, 5.7303)  -0.03
C (2.7223, 1.0470, 6.2927)  -0.12
C (3.8760, 1.3207, 5.5735)  -0.12
C (4.0317, 0.8934, 4.2548)  -0.01
C (2.9906, 0.1717, 3.6963)  -0.17
H (3.2052, -0.5603, 0.4379)  0.06
H (4.6271, -0.9066, 1.4404)  0.09
H (4.0442, 0.7730, 1.2693)  0.09
H (0.1016, -1.1964, 3.7685)  0.14
H (0.7748, 0.0971, 6.2932)  0.11
H (2.6341, 1.3886, 7.3166)  0.09
H (4.6837, 1.8627, 6.0498)  0.09
H (4.9361, 1.1044, 3.7008)  0.11
C (-0.8071, 1.3453, -3.0248)  -0.11
C (0.2090, 2.2751, -2.6995)  -0.32
C (-0.0612, 3.4964, -2.0226)  -0.06
C (0.9352, 4.3783, -1.6931)  -0.07
C (2.2782, 4.1015, -2.0106)  -0.29
C (2.5714, 2.8866, -2.6696)  -0.06
C (1.5754, 2.0139, -3.0099)  -0.05
C (3.3066, 5.0037, -1.6616)  -0.26
N (4.1545, 5.7407, -1.3795)  0.08
H (-0.6161, 0.7065, -3.8829)  0.05
H (-1.8306, 1.7069, -2.9500)  0.05
H (-1.0883, 3.7172, -1.7531)  0.10
H (0.7071, 5.3066, -1.1809)  0.10
H (3.6081, 2.6586, -2.8914)  0.10
H (1.8058, 1.0650, -3.4782)  0.10

Results
energy relative to the best compared isomer or geometry (same formula, charge and spin)	0.769	eV
LUMO (spin up / spin down)	4.030 / 4.030	eV
highest occupied orbital energy (spin up / spin down)	-0.9 / -1.5	eV
E	-6202.33701	Ha
total charge	-2
orbital gap (spin up / spin down)	4.973 / 5.549	eV
<S²>	0.7788
2S+1	2



Number 1: strongest force on any atom 0.0814 hartree/bohr. Number 2: strongest force on any atom 0.0445 hartree/bohr. Number 3: strongest force on any atom 0.0252 hartree/bohr.